No. 1
Density functional theory data (ωB97M-V/def2-TZVPD) for an isolated ion of composition HN2O3S and charge -1 at a distorted geometry.

Geometry as XYZ:
```
7
Properties=species:S:1:pos:R:3:forces:R:3:nbo_charge:R:1
H 0.497961 -0.399828 -0.301613 1.866 1.523 -0.128 0.3113
N -0.164297 -1.097096 -0.072454 0.462 -2.454 0.927 -0.3266
N -1.254406 -0.698963 -0.389932 -1.556 -0.019 -0.165 -0.3436
S -1.252418 0.896037 -1.073868 -0.340 1.466 -0.792 2.3931
O -2.459825 1.438528 -0.473208 0.597 0.206 -0.015 -0.9991
O -1.349206 0.610490 -2.497520 0.018 0.022 0.180 -1.0117
O 0.027899 1.536374 -0.695184 -1.047 -0.745 -0.007 -1.0234
```
Positions in Å, forces in eV/Å.

Computed properties:
**HOMO level**: -5.0 eV
**SMILES**: [H]/N=N\S(=O)(=O)[O-]
**Gap between HOMO and LUMO**: 9.4 eV
**Molecular weight**: 109.09 Da
**Total charge**: -1
**Maximum force**: 2.66 eV Å⁻¹

No. 2
Density functional theory data (ωB97M-V/def2-TZVPD) for an isolated ion of composition C3H6FN2O and charge +1 at a distorted geometry.

Geometry as XYZ:
```
13
Properties=species:S:1:pos:R:3:forces:R:3:nbo_charge:R:1
O -0.654884 -2.480523 0.579469 0.586 -1.848 0.172 -0.4896
N -0.164032 -1.317042 0.155604 4.189 3.159 0.870 -0.0815
C 1.081242 -0.640121 0.745063 -7.011 0.818 -4.725 0.4006
N 1.042574 0.579634 0.207512 0.344 0.178 1.124 -0.4777
C -0.145663 0.936593 -0.599277 -0.795 -1.705 1.012 -0.2840
C -1.009091 -0.268633 -0.356071 -2.217 -0.112 0.014 0.2891
F -1.963061 -0.057715 0.649584 0.142 0.326 0.321 -0.3606
H -1.604815 -2.474371 0.776936 0.010 0.875 0.138 0.5118
H 1.875946 -0.969675 1.329478 0.945 -1.086 1.090 0.2658
H 1.544124 1.323433 0.671709 0.648 -0.019 -0.307 0.4511
H -0.024131 0.946653 -1.661375 1.128 0.276 -0.606 0.2588
H -0.778722 1.788582 -0.331391 0.888 0.253 0.502 0.2824
H -1.697530 -0.374951 -1.233191 1.143 -1.115 0.395 0.2337
```
Positions in Å, forces in eV/Å.

Computed properties:
**HOMO level**: -14.6 eV
**SMILES**: ON1C=[NH+]C[C@@H]1F
**Gap between HOMO and LUMO**: 9.3 eV
**Molecular weight**: 105.09 Da
**Total charge**: +1
**Maximum force**: 8.49 eV Å⁻¹

No. 3
Density functional theory data (ωB97M-V/def2-TZVPD) for one molecule with the formula C6H4ClN3S at a distorted geometry.

Geometry as XYZ:
```
15
Properties=species:S:1:pos:R:3:forces:R:3:nbo_charge:R:1
S 3.992775 -0.446347 -0.018087 -1.824 0.161 -0.028 -0.2177
C 2.322321 -0.148709 -0.051873 1.552 1.231 -0.575 0.2656
N 1.713460 1.112384 -0.168481 1.703 -0.428 0.355 -0.5532
C 0.377480 0.946430 0.012127 -1.439 -0.881 0.746 0.0743
C -0.678462 1.783249 0.142368 -0.518 1.926 -1.657 -0.1831
C -1.981599 1.295766 0.083935 0.158 0.617 0.641 -0.2902
C -2.146232 -0.048452 0.142406 -0.327 -2.484 -0.765 0.2181
Cl -3.822528 -0.683072 -0.134978 1.384 0.326 0.493 -0.0348
N -1.155311 -0.980773 0.169952 0.917 1.513 0.054 -0.4334
C 0.094211 -0.448997 0.128207 -3.231 2.000 -0.558 0.3446
N 1.279083 -1.032092 -0.019185 2.209 -4.473 1.435 -0.5582
H 2.254227 2.001672 -0.220330 -0.720 -1.388 0.154 0.4487
H -0.577037 2.846052 -0.079746 0.233 -0.068 0.527 0.2228
H -2.814091 1.983886 -0.012202 0.085 -0.248 0.114 0.2453
H 1.448538 -2.050169 0.277279 -0.183 2.197 -0.936 0.4512
```
Positions in Å, forces in eV/Å.

Computed properties:
**HOMO level**: -8.3 eV
**SMILES**: S=c1[nH]c2ccc(Cl)nc2[nH]1
**Gap between HOMO and LUMO**: 8.2 eV
**Molecular weight**: 185.64 Da
**Total charge**: 0
**Maximum force**: 5.19 eV Å⁻¹

No. 4
Density functional theory data (ωB97M-V/def2-TZVPD) for C20H29ClNPSr as an isolated structure at a distorted geometry.

Geometry as XYZ:
```
53
Properties=species:S:1:pos:R:3:forces:R:3:nbo_charge:R:1
C -4.792385 0.288221 -1.169981 -0.417 -0.410 -0.244 -0.2780
C -4.033437 -0.559965 -1.987608 0.986 0.037 -0.063 -0.2019
C -2.654753 -0.655837 -1.735005 -2.231 0.501 0.228 -0.1050
C -2.285263 0.095953 -0.666312 5.334 0.170 0.935 -0.5010
C -2.920809 0.963197 0.177635 -1.369 -0.246 -1.104 -0.1152
C -4.290306 1.031685 -0.098815 0.677 0.696 0.494 -0.1537
C -1.714912 -1.486679 -2.608760 0.063 0.045 0.032 -0.4683
C -0.329161 -0.888261 -2.955815 0.369 0.807 0.405 -0.2016
N -0.294509 -0.015039 -4.104458 -0.312 -0.585 -0.981 -0.4392
Sr -0.020613 -0.655085 0.047821 0.480 0.386 -0.492 1.6600
C -2.164936 1.842770 1.205775 -1.092 0.020 0.136 -0.7487
P -0.572858 2.416584 0.548015 1.351 -3.079 -1.195 0.7489
H -4.388017 -1.117647 -2.845395 -0.867 0.163 -0.017 0.1933
H -4.866231 1.727303 0.505462 -0.686 -0.177 -0.287 0.1850
H -5.833735 0.360479 -1.395552 -0.618 0.119 -0.040 0.2049
H -2.003580 1.303772 2.163849 0.007 0.285 -0.432 0.2402
H -2.769851 2.729877 1.410663 -0.284 -0.048 0.330 0.2198
H -1.536323 -2.502941 -2.198913 -0.218 0.425 0.018 0.2167
H -2.236645 -1.631932 -3.561498 0.239 -0.182 0.002 0.2390
H 0.098516 -0.192713 -2.180961 -0.358 -0.593 0.079 0.1016
C 0.356321 3.317098 1.815166 -0.677 0.478 -0.190 -0.9449
C -0.969353 3.491263 -0.857058 0.021 0.487 0.404 -0.9468
H 0.413005 -1.701990 -3.075130 -0.402 0.349 -0.209 0.2059
C -0.989079 1.251706 -3.950267 0.146 0.045 -0.062 -0.4186
C 1.043437 0.124788 -4.642448 -0.159 -0.003 0.053 -0.4057
H 2.114467 -0.016188 0.957964 0.219 -0.095 0.958 0.0163
H -0.954817 1.772426 -4.916762 -0.168 -0.118 0.216 0.2019
H -2.033162 1.102871 -3.642661 0.328 -0.004 -0.122 0.2249
H -0.507103 1.924235 -3.210005 -0.015 -0.253 -0.026 0.1583
H 0.987997 0.667210 -5.592538 0.134 -0.109 0.152 0.2064
H 1.728678 0.673992 -3.965803 -0.059 -0.005 -0.037 0.1542
H 1.465859 -0.874278 -4.814092 -0.056 0.300 -0.076 0.2002
H -1.471331 4.370340 -0.432644 0.037 0.164 -0.600 0.2188
H -0.024748 3.749750 -1.364986 -0.457 0.136 0.230 0.2390
H -1.616458 2.964374 -1.575230 0.158 0.140 0.492 0.2678
H -0.277777 4.179768 2.068825 0.755 0.095 0.549 0.2192
H 0.534006 2.627595 2.662953 -0.165 0.542 -0.365 0.2494
H 1.322457 3.597094 1.354908 -0.528 0.083 0.408 0.2445
H 2.264835 0.088172 0.259760 0.536 0.282 -0.713 -0.0167
Cl 0.708241 -3.829476 0.234703 -0.077 -0.234 -0.313 -0.0332
C 0.975059 -3.040676 1.761235 0.285 0.959 0.675 -0.1599
C 2.176030 -3.215813 2.426055 0.082 0.416 0.451 -0.1942
C 2.428767 -2.483776 3.595893 0.150 -0.549 -0.247 -0.3085
C 1.469347 -1.583367 4.073120 0.204 0.381 0.170 -0.1851
C 0.276919 -1.375320 3.412162 0.393 -0.270 -0.111 -0.2821
C -0.037445 -2.164989 2.261451 -2.157 -0.467 -0.292 -0.1289
C -1.301969 -2.004630 1.618013 0.189 -0.551 0.720 -0.8796
H 2.908099 -3.917118 2.036176 -0.052 0.125 0.050 0.2227
H 3.368141 -2.635784 4.125484 -0.267 0.066 -0.103 0.2151
H 1.676333 -1.021445 4.988282 -0.030 -0.157 -0.288 0.2115
H -0.477602 -0.673283 3.790178 0.321 -0.386 -0.127 0.2146
H -2.056243 -1.359004 2.067434 0.162 -0.261 -0.020 0.2210
H -1.631424 -2.647171 0.791461 0.098 0.077 0.566 0.2157
```
Positions in Å, forces in eV/Å.

Computed properties:
**HOMO level**: -6.3 eV
**Gap between HOMO and LUMO**: 6.4 eV
**Molecular weight**: 437.51 Da
**Total charge**: 0
**Maximum force**: 5.42 eV Å⁻¹